[1]
# C36H30N5O5RhS2

A molecular structure, C36H30N5O5RhS2 (wB97M-V/def2-TZVPD, the OMol25 dataset).

The spin multiplicity is 1. The total energy comes out at -80167.6963 eV. As for the total charge: +2. The HOMO energy comes out at -13.32 eV. The HOMO-LUMO gap is 5.849 eV.

Geometry (Å):
Rh 0.4129 -0.0634 0.3832
C -2.8618 1.7112 7.8068
C -2.3069 1.6055 6.4177
C -0.9590 1.3080 6.2108
C -0.4259 1.2226 4.9369
C -1.2799 1.4422 3.8646
C -2.6290 1.7261 4.0220
C -3.1291 1.8103 5.3085
S -0.6052 1.3594 2.2365
O 0.6403 0.4512 2.3566
C -0.1782 3.0166 1.7662
C -1.3140 3.7351 1.3141
C -1.1646 5.0303 0.9272
C 0.1131 5.6447 0.9281
C 0.2759 6.9839 0.5035
C 1.5160 7.5553 0.4765
C 2.6500 6.8113 0.8655
C 2.5239 5.5163 1.2816
C 1.2492 4.9002 1.3312
C 1.0840 3.5518 1.7782
C 2.2861 2.7835 2.2105
C 2.8581 3.0515 3.4844
C 2.2713 3.9742 4.3915
C 2.8446 4.2031 5.6071
C 4.0307 3.5309 5.9825
C 4.6139 2.6363 5.1353
C 4.0417 2.3691 3.8670
C 4.6245 1.4327 2.9824
C 4.0607 1.1592 1.7714
C 2.8928 1.8571 1.3967
S 2.1776 1.2972 -0.1296
O 3.1483 0.4617 -0.8233
C 1.8143 2.7259 -1.0956
C 2.9139 3.4965 -1.4643
C 2.7033 4.6389 -2.2144
C 1.4158 5.0249 -2.5949
C 1.1886 6.2961 -3.3569
C 0.3389 4.2160 -2.2291
C 0.5253 3.0674 -1.4789
H -2.3018 1.0915 8.5048
H -3.9077 1.4113 7.8391
H -2.8022 2.7437 8.1570
H -0.3154 1.1301 7.0628
H 0.6168 0.9790 4.7849
H -3.2846 1.8574 3.1711
H -4.1812 2.0190 5.4531
H -2.2868 3.2592 1.2795
H -2.0232 5.6022 0.5983
H -0.5998 7.5494 0.2099
H 1.6331 8.5846 0.1643
H 3.6268 7.2759 0.8401
H 3.4001 4.9590 1.5858
H 1.3637 4.4955 4.1154
H 2.3929 4.9067 6.2935
H 4.4732 3.7317 6.9487
H 5.5206 2.1170 5.4178
H 5.5293 0.9202 3.2836
H 4.4898 0.4269 1.1032
H 3.9154 3.2068 -1.1691
H 3.5502 5.2489 -2.5027
H 2.0876 6.6175 -3.8793
H 0.9036 7.0926 -2.6656
H 0.3818 6.1893 -4.0809
H -0.6639 4.4927 -2.5314
H -0.3234 2.4540 -1.2073
O 1.4662 -1.7212 0.2043
N 0.5944 -2.4904 0.8635
O 0.8108 -3.6216 1.0587
O -0.4396 -1.8412 1.2090
N 2.2228 0.4049 -4.3181
C 1.6443 -0.7885 -4.4616
N 1.9662 -1.5672 -5.4833
N 0.7300 -1.2744 -3.6088
C 0.3803 -0.6461 -2.5645
N 0.0153 -0.1286 -1.5773
H 2.8792 0.7587 -4.9929
H 1.9745 1.0024 -3.5459
H 2.6397 -1.3020 -6.1808
H 1.5113 -2.4625 -5.5594

---

[2]
# C36H30NP2Pd

A molecular structure, C36H30NP2Pd (wB97M-V/def2-TZVPD, the OMol25 dataset).

The spin multiplicity is 1. The total energy comes out at -61361.6606 eV. For the relative energy (zero: lowest compared OMol25 entry of this formula, charge and spin), the calculation gives 10.9 kcal/mol. As for the total charge: +1. The HOMO energy comes out at -10.51 eV. The HOMO-LUMO gap is 7.709 eV.

Geometry (Å):
Pd 1.1219 -0.1108 -0.6046
C 0.5336 -2.4855 4.6496
C 0.8592 -3.5365 3.8000
C 0.6883 -3.3988 2.4329
C 0.2012 -2.2031 1.9047
C -0.1337 -1.1598 2.7603
C 0.0302 -1.3026 4.1315
P 0.0251 -2.0145 0.1127
C -1.3724 -3.0320 -0.4085
C -2.2547 -3.5706 0.5229
C -3.3150 -4.3576 0.0916
C -3.5037 -4.5896 -1.2616
C -2.6353 -4.0329 -2.1936
C -1.5769 -3.2471 -1.7716
C 1.5056 -2.7840 -0.5783
C 1.9003 -4.0632 -0.9370
C 3.1735 -4.2160 -1.4717
C 4.0038 -3.1103 -1.6504
C 3.5752 -1.8208 -1.3431
C 2.3059 -1.6676 -0.8042
H 0.6734 -2.5932 5.7171
H 1.2487 -4.4615 4.2036
H 0.9417 -4.2211 1.7751
H -0.5236 -0.2336 2.3559
H -0.2340 -0.4887 4.7941
H -2.1116 -3.3915 1.5806
H -3.9924 -4.7870 0.8176
H -4.3311 -5.2024 -1.5937
H -2.7848 -4.2120 -3.2501
H -0.9022 -2.8109 -2.5000
H 1.2409 -4.9138 -0.8089
H 3.5252 -5.1974 -1.7602
H 4.9960 -3.2538 -2.0593
H 4.2423 -0.9847 -1.5216
N 2.7125 1.2808 -0.7187
C 2.5288 2.7106 -0.4567
C 3.5797 3.5713 -0.7277
C 3.4313 4.9290 -0.4873
C 2.2349 5.4173 0.0137
C 1.1815 4.5525 0.2682
C 1.3112 3.1881 0.0271
P 0.0172 1.9583 0.3445
C -1.3851 2.8400 1.0823
C -1.5035 2.7953 2.4708
C -2.5154 3.4956 3.1125
C -3.4137 4.2434 2.3667
C -3.3007 4.2950 0.9822
C -2.2897 3.5985 0.3408
C -0.6204 1.6187 -1.3580
C -1.7822 0.8397 -1.4611
C -2.3026 0.5038 -2.6980
C -1.6612 0.9184 -3.8596
C -0.5063 1.6792 -3.7747
C 0.0105 2.0298 -2.5334
H 3.2137 1.1722 -1.5961
H 3.3044 0.8824 0.0089
H 4.5151 3.1837 -1.1138
H 4.2551 5.6012 -0.6850
H 2.1170 6.4763 0.1990
H 0.2440 4.9363 0.6509
H -0.7975 2.2143 3.0542
H -2.6025 3.4544 4.1899
H -4.2056 4.7884 2.8633
H -4.0006 4.8824 0.4029
H -2.2068 3.6414 -0.7385
H -2.2907 0.5132 -0.5599
H -3.2074 -0.0871 -2.7554
H -2.0650 0.6518 -4.8272
H -0.0067 2.0129 -4.6745
H 0.8861 2.6658 -2.4841

---

[3]
# C36H31BF9IKN5O3

A molecular structure, C36H31BF9IKN5O3 (wB97M-V/def2-TZVPD, the OMol25 dataset).

The spin multiplicity is 1. The total energy comes out at -100988.5869 eV. For the relative energy (zero: lowest compared OMol25 entry of this formula, charge and spin), the calculation gives 69.7 kcal/mol. As for the total charge: -2. The HOMO energy (alpha / beta) comes out at -1.97 / -1.97 eV. The HOMO-LUMO gap (alpha / beta) is 5.723 / 5.373 eV.

Geometry (Å):
K -0.5994 0.2919 0.0051
C -0.1705 2.3631 -3.1792
C 1.1873 1.7014 -3.0293
N 1.1536 0.3869 -2.3918
C 2.4965 -0.0851 -2.0950
C 3.2014 0.7414 -1.0269
C 0.3959 -0.5722 -3.1877
C 0.3334 -2.0029 -2.6427
N -0.0190 -2.0011 -1.2459
C -0.2824 -3.1236 -0.6083
C -0.5668 -3.0702 0.8023
F -0.5604 -1.8633 1.4132
C -0.8231 -4.1744 1.5651
F -1.0510 -4.0125 2.8882
C -0.8421 -5.4670 1.0469
C -0.5690 -5.5606 -0.3028
F -0.5648 -6.7894 -0.8855
C -0.2981 -4.4703 -1.0971
F -0.0362 -4.7237 -2.4160
H -0.0245 3.4070 -3.4634
H -0.7005 2.3673 -2.2233
H -0.7874 1.8830 -3.9404
H 1.8135 2.3579 -2.4277
H 1.6688 1.6248 -4.0246
H 3.1138 -0.1143 -3.0162
H 2.4107 -1.1081 -1.7359
H 3.5366 1.7093 -1.4034
H 4.0782 0.2019 -0.6596
H 2.5213 0.9160 -0.1907
H 0.7867 -0.6136 -4.2260
H -0.6298 -0.2004 -3.2600
H 1.2980 -2.5044 -2.8308
H -0.3886 -2.5271 -3.2845
H -1.0587 -6.3289 1.6569
C 4.4335 -2.5341 0.5380
C 5.0917 -1.7524 1.4743
C 4.3492 -0.9173 2.2916
C 2.9629 -0.8898 2.1378
N 2.3353 -1.6289 1.2286
C 3.0509 -2.4322 0.4549
C 2.1006 -0.0270 2.9966
C 2.4080 0.1609 4.3417
C 1.5612 0.9374 5.1154
C 0.4409 1.4932 4.5252
C 0.2160 1.2570 3.1748
N 1.0306 0.5228 2.4234
H 4.9710 -3.2012 -0.1230
H 6.1712 -1.7851 1.5606
H 4.8293 -0.2759 3.0190
H 2.4846 -3.0158 -0.2651
H 3.2732 -0.3234 4.7752
H 1.7662 1.0892 6.1684
H -0.2622 2.0898 5.0901
H -0.6774 1.6403 2.6884
F -3.2030 3.1972 0.8478
C -3.8279 2.1330 1.4447
C -3.1045 1.0278 1.8153
C -3.8441 0.0513 2.4351
F -3.2489 -1.0992 2.8712
C -5.2080 0.1322 2.6692
F -5.9041 -0.8533 3.2859
C -5.8856 1.2666 2.2613
F -7.2159 1.3794 2.4777
C -5.1913 2.2884 1.6415
F -5.8670 3.3990 1.2595
O -3.4390 0.2222 -3.0489
B -3.5199 0.8708 -1.8291
O -3.6068 2.2373 -1.9602
C -3.5408 2.4592 -3.3178
C -3.5106 3.6577 -3.9905
C -3.3947 3.5875 -5.3775
C -3.3130 2.3679 -6.0403
C -3.3362 1.1592 -5.3460
C -3.4477 1.2427 -3.9779
H -3.5430 4.5982 -3.4589
H -3.3455 4.5055 -5.9483
H -3.2105 2.3576 -7.1179
H -3.2464 0.2023 -5.8413
N 2.2984 4.0148 0.6283
C 1.0081 3.8073 0.1663
O 0.5459 2.6709 0.0669
C 0.2663 4.9931 -0.1756
I 2.1693 5.8845 -2.6198
H 2.8466 3.1669 0.5978
H 2.7487 4.8053 0.1828
H 0.5514 5.9560 0.2147
H -0.7014 4.8749 -0.6358

---

[4]
# C36H31Cl7F3N6O10S3Ti

A molecular structure, C36H31Cl7F3N6O10S3Ti (wB97M-V/def2-TZVPD, the OMol25 dataset).

The spin multiplicity is 2. The total energy comes out at -218689.4474 eV. For the relative energy (zero: lowest compared OMol25 entry of this formula, charge and spin), the calculation gives 54.7 kcal/mol. As for the total charge: -2. The HOMO energy (alpha / beta) comes out at -0.78 / -1.46 eV. The HOMO-LUMO gap (alpha / beta) is 4.290 / 4.966 eV.

Geometry (Å):
Ti 1.2526 0.3046 -0.0782
O 2.0243 -3.4057 -0.0009
C 1.8705 -2.4276 0.7181
O 2.1077 -1.2119 0.3243
C 1.4971 -2.5634 2.1625
C 1.8490 -3.7508 2.7984
C 1.6935 -3.9209 4.1625
C 1.1739 -2.8694 4.9148
C 0.7643 -1.7066 4.2914
C 0.8870 -1.5251 2.8987
S 0.1723 -0.1000 2.2013
H 2.2651 -4.5404 2.1834
H 1.9814 -4.8511 4.6402
H 1.0899 -2.9585 5.9939
H 0.3349 -0.8937 4.8675
Cl -0.0358 -1.8552 -6.4511
C -0.1459 -1.6998 -4.7251
C -0.8451 -2.6189 -3.9733
Cl -1.6199 -3.9580 -4.7605
C -0.9213 -2.4861 -2.5705
Cl -1.8049 -3.6575 -1.6526
C -0.2772 -1.4465 -1.8913
O -0.2693 -1.2233 -0.6271
C 0.4398 -0.4794 -2.6866
O 0.9845 0.4939 -2.0183
C 0.4901 -0.6293 -4.0658
Cl 1.3716 0.5478 -5.0083
N 3.5362 0.4552 -1.1118
C 3.5489 1.6944 -1.8601
C 4.9489 2.2568 -2.1405
C 4.9619 3.5135 -3.0288
C 4.3698 3.3012 -4.4374
N 2.9054 3.1430 -4.5825
C 1.9844 3.9027 -4.0308
N 2.1677 5.2339 -3.9106
N 0.7660 3.3858 -3.8304
C 2.6365 2.7088 -1.1076
O 2.8120 3.9408 -1.2946
O 1.7118 2.2271 -0.4232
H 4.1172 0.5579 -0.2963
H 3.8611 -0.3414 -1.6370
H 3.0409 1.4703 -2.7939
H 5.5501 1.4766 -2.6210
H 5.3991 2.4749 -1.1702
H 5.9926 3.8536 -3.1697
H 4.4201 4.2846 -2.4876
H 4.7765 2.3796 -4.8539
H 4.6933 4.1144 -5.0941
H 2.5951 2.1781 -4.6222
H 3.1452 5.4823 -3.8773
H 1.6933 5.5879 -3.0912
H 0.7687 2.3756 -3.6494
H 0.2639 3.8615 -3.0922
F 3.7587 1.0594 4.8908
C 3.8305 1.8618 3.8177
F 4.9414 2.6217 3.9703
F 2.7774 2.6929 3.8634
S 3.8987 0.8912 2.2061
O 4.1993 -0.4469 2.6264
O 4.9746 1.5680 1.4926
O 2.5723 1.1552 1.6661
Cl -5.3318 -4.5387 -2.4128
C -5.2387 -3.2125 -1.3056
C -4.5472 -2.0690 -1.6465
C -4.4832 -1.0201 -0.7460
C -5.0592 -1.0808 0.5211
C -5.0543 0.1026 1.4817
C -4.3911 1.4026 0.9791
N -2.9439 1.5694 0.8045
C -2.2606 2.6434 1.3383
C -0.9921 2.5724 0.8544
N -0.8717 1.5057 -0.0072
C -2.0401 0.9008 0.0298
O -4.7339 -0.1217 2.8402
C -3.4326 -0.5889 3.2352
C -3.3404 -2.0450 3.5832
C -4.0579 -2.6699 4.5562
Cl -5.1828 -1.9426 5.6335
S -3.6796 -4.3457 4.6861
C -2.5042 -4.2045 3.4337
C -2.4273 -2.9417 2.9527
C -5.8181 -2.2274 0.7873
Cl -6.8172 -2.3275 2.2019
C -5.8981 -3.2913 -0.0947
H -4.0541 -1.9984 -2.6080
H -3.9763 -0.1190 -1.0601
H -6.1035 0.4054 1.5752
H -4.6844 2.1356 1.7264
H -4.8756 1.6836 0.0377
H -2.7310 3.3363 2.0178
H -0.1537 3.2238 1.0396
H -2.2545 -0.0046 -0.5048
H -3.1900 -0.0103 4.1255
H -2.6744 -0.3581 2.4972
H -1.9329 -5.0732 3.1405
H -1.7228 -2.6177 2.1906
H -6.4899 -4.1621 0.1498